Entry 1:
Formula: C50H42CuN6O2P2Se
Source: the OMol25 dataset
Level of theory: the ωB97M-V functional and the def2-TZVPD basis

Element x y z (Å)
1 Cu 11.4011 10.6893 12.3527
2 O 13.8090 10.7041 13.9234
3 C 14.6014 11.7864 13.3075
4 C 17.0265 12.6843 13.6101
5 C 17.6376 12.3342 12.5096
6 C 17.2154 11.3505 11.4267
7 C 15.9464 11.0510 11.1249
8 C 14.7773 11.5422 11.8973
9 P 13.0795 11.7125 11.2780
10 C 14.1640 12.8457 12.3244
11 C 15.7497 12.2327 14.2555
12 C 15.2055 13.3452 15.0995
13 C 14.8342 14.5681 14.6969
14 C 14.8192 15.0370 13.2892
15 C 14.5895 14.2088 12.2563
16 C 13.4162 11.9739 9.5371
17 C 13.6973 10.8277 8.7612
18 C 13.9297 10.9621 7.4157
19 C 13.8894 12.2240 6.8274
20 C 13.6045 13.3375 7.6149
21 C 13.3450 13.2379 8.9540
22 C 13.3010 10.6781 15.2274
23 C 14.1215 10.0803 16.2194
24 C 13.7613 9.9943 17.5459
25 C 12.5675 10.5453 17.9266
26 C 11.7349 11.1427 16.9599
27 C 12.0884 11.2435 15.5873
28 P 10.7553 11.4839 14.3404
29 C 9.4506 10.4789 15.1960
30 C 8.1587 10.9797 15.4794
31 C 7.2277 10.1426 16.0294
32 C 7.5165 8.8430 16.4122
33 C 8.8324 8.4032 16.2719
34 C 9.7468 9.1919 15.6296
35 C 10.1244 13.1489 14.6192
36 C 10.5275 13.9491 15.6869
37 C 9.8522 15.1800 15.9068
38 C 8.8377 15.5420 15.0635
39 C 8.4773 14.8015 13.9551
40 C 9.1429 13.5918 13.7630
41 H 17.4656 13.4635 14.1732
42 H 18.6357 12.7006 12.3314
43 H 18.0577 10.9363 10.8811
44 H 15.7693 10.2713 10.3593
45 H 15.9871 11.3501 14.9073
46 H 15.1405 13.1460 16.1726
47 H 14.4488 15.3033 15.4111
48 H 15.0069 16.0878 13.1322
49 H 14.6738 14.5892 11.2697
50 H 13.6796 9.8227 9.2010
51 H 14.0867 10.0569 6.8739
52 H 14.1163 12.3413 5.7560
53 H 13.5523 14.2897 7.1380
54 H 13.0573 14.1558 9.4035
55 H 15.0849 9.6750 15.9036
56 H 14.3829 9.4750 18.2664
57 H 12.2318 10.4866 18.9780
58 H 10.7772 11.5001 17.3252
59 H 7.9975 12.0445 15.2952
60 H 6.3306 10.5233 16.3387
61 H 6.7958 8.2179 16.9644
62 H 9.0813 7.4376 16.6619
63 H 10.7576 8.8160 15.5523
64 H 11.3335 13.6486 16.2888
65 H 10.1412 15.7833 16.7777
66 H 8.3014 16.4727 15.1680
67 H 7.7441 15.1537 13.2725
68 H 8.8709 13.0572 12.8594
69 Se 9.3514 14.0623 7.8157
70 N 9.0755 15.6767 8.6482
71 C 9.6841 15.5080 9.8547
72 C 9.7811 16.4727 10.8923
73 C 10.5186 16.1519 11.9959
74 C 11.2324 14.9649 12.1085
75 N 11.0663 13.9225 11.2119
76 C 10.3258 14.2037 10.1302
77 N 10.0867 13.2552 9.2559
78 H 9.3383 17.4100 10.8344
79 H 10.7278 16.9317 12.7372
80 H 11.8521 14.7642 12.9585
81 O 9.3966 10.5066 11.1126
82 N 9.1697 9.9986 9.9486
83 C 9.9121 10.3351 8.8650
84 C 9.5754 9.8217 7.6086
85 C 8.4285 9.0273 7.4070
86 C 7.6903 8.6696 8.5245
87 C 8.0899 9.1488 9.7722
88 H 10.7622 10.9675 9.0519
89 H 10.2057 10.1440 6.7882
90 H 8.0950 8.6851 6.4137
91 H 6.7928 8.0406 8.4876
92 H 7.5731 8.9490 10.7025
93 C 13.6846 7.8392 12.1412
94 C 12.2301 7.6346 12.5099
95 N 11.2781 8.5729 12.4911
96 C 10.0979 7.9560 12.8288
97 C 10.3044 6.6178 12.9476
98 N 11.6714 6.4341 12.7260
99 H 14.2151 8.1603 13.0421
100 H 13.7535 8.5151 11.3623
101 H 14.0865 6.9006 11.8468
102 H 9.1671 8.4500 12.9471
103 H 9.5817 5.8263 13.1724
104 H 12.1423 5.4984 12.6267

Force components x, y, z for each atom (eV/Å):
Cu -0.4 -0.4 -0.5
O -0.7 0.2 0.4
C 0.4 -0.6 1.1
C -0.9 0.1 0.4
C 0.2 -1.9 -2.3
C 0.0 1.1 1.2
C 0.5 -0.5 0.3
C 1.3 -1.5 -1.4
P 0.0 0.6 1.3
C -1.2 -1.2 0.2
C -0.7 -0.8 -0.5
C -0.3 0.5 1.3
C -0.4 0.2 -0.8
C 0.0 -1.1 0.6
C 0.1 1.1 0.5
C 0.0 0.2 0.1
C -0.5 0.6 0.9
C -0.2 0.4 -0.2
C 0.4 -0.1 -0.3
C 0.3 -0.6 -1.3
C 0.2 -0.9 -0.5
C 1.8 0.7 0.2
C 0.4 0.0 -1.1
C 0.3 -0.3 -0.3
C -1.6 0.8 0.2
C 0.7 -0.2 0.5
C -0.8 -0.7 0.8
P 0.0 -0.1 0.6
C -0.7 0.4 0.2
C 1.8 0.3 -0.8
C 0.9 -0.9 0.3
C 0.6 -0.3 0.5
C -1.4 -0.2 0.0
C 0.9 0.2 -0.1
C 0.5 0.1 0.5
C -1.6 1.3 -0.8
C 1.3 -1.3 0.7
C -0.9 1.1 -0.5
C 1.2 -1.2 0.9
C -1.2 0.6 -1.2
H 0.8 0.6 0.7
H 0.1 0.5 0.0
H -0.3 -0.1 -0.1
H 0.0 0.8 0.4
H -0.2 0.8 -0.5
H 0.0 0.0 -0.2
H 0.3 -0.4 0.1
H 0.1 0.1 -0.2
H -0.1 0.5 -0.8
H 0.0 0.5 0.0
H 0.2 -0.3 -0.7
H -0.3 -0.1 0.6
H 0.0 0.6 -0.2
H -0.2 0.2 1.1
H -0.3 0.0 0.0
H 0.1 0.1 -0.1
H 0.2 0.1 -0.7
H 0.0 0.0 -0.3
H -0.4 -0.5 0.0
H -2.4 1.0 0.4
H 0.3 0.5 -0.5
H 0.4 -0.4 0.0
H 0.2 0.0 -0.2
H 0.8 -0.3 0.9
H -0.2 -0.1 -0.5
H 0.1 0.3 0.5
H -0.5 0.1 -0.5
H 0.2 -0.4 0.1
Se -0.5 0.2 0.0
N 0.9 -0.8 1.2
C -0.2 0.5 -0.4
C 0.0 -1.8 -1.1
C 1.8 0.4 1.1
C -1.1 -1.3 -1.5
N 0.9 1.6 1.5
C -0.7 0.4 0.3
N 0.3 -0.5 -1.2
H -0.9 1.5 -0.4
H -0.3 -0.3 -0.1
H 0.3 -0.1 0.3
O 0.2 -0.3 0.2
N -1.0 -0.4 -0.7
C -0.3 -1.1 -0.4
C -0.6 0.2 0.2
C 0.5 0.2 -0.3
C 0.2 0.3 1.0
C 0.4 0.5 0.0
H -0.1 0.2 0.0
H -0.1 -0.1 0.0
H 0.5 0.3 0.5
H 0.5 0.3 -0.1
H 0.0 0.0 -0.1
C -1.4 -1.1 2.5
C -0.3 1.0 -1.3
N 0.8 0.0 0.7
C 0.6 -1.0 -0.4
C -0.1 -0.2 0.0
N -0.1 -2.1 0.3
H 0.1 0.3 -0.3
H 0.3 1.6 -1.4
H 0.5 -0.8 -0.4
H -0.4 0.6 -0.1
H 0.7 0.3 -0.1
H -0.7 1.8 0.3

Values from the calculation:
* expectation value of S²: 0.783
* spin multiplicity: 2
* orbital gap (alpha / beta): 4.66 / 6.98 eV
* LUMO level (alpha / beta): 0.0071 / 0.0071 Ha
* largest force on an atom: 3.1 eV/Å
* energy above the lowest of the compared OMol25 structures with the same formula, charge and spin: 5.664 eV


Entry 2:
Formula: C50H42O2P2SSbSe4Y
Source: the OMol25 dataset
Level of theory: the ωB97M-V functional and the def2-TZVPD basis

Element x y z (Å)
1 Y -0.7339 -0.7073 0.9181
2 O 1.0989 -0.3834 2.5691
3 C 1.7821 0.8250 2.8559
4 C 3.0752 0.7797 3.3457
5 C 3.7249 1.9686 3.6389
6 C 3.0914 3.1892 3.4354
7 C 1.8146 3.2192 2.9035
8 C 1.1347 2.0363 2.6038
9 P -0.4548 2.0447 1.7233
10 C -1.7700 2.5289 2.8670
11 C -1.5381 3.0959 4.1173
12 C -2.6092 3.3725 4.9548
13 C -3.9075 3.0906 4.5515
14 C -4.1469 2.5310 3.3035
15 C -3.0789 2.2441 2.4665
16 C -0.2810 3.4015 0.5256
17 C 0.8845 3.4684 -0.2413
18 C 1.0190 4.4313 -1.2279
19 C -0.0157 5.3307 -1.4629
20 C -1.1761 5.2649 -0.7068
21 C -1.3131 4.3043 0.2887
22 C 1.3144 -1.4633 3.4522
23 C 1.3559 -1.2839 4.8189
24 C 1.5196 -2.4033 5.6255
25 C 1.6316 -3.6666 5.0673
26 C 1.5615 -3.8289 3.6915
27 C 1.4077 -2.7206 2.8652
28 P 1.1048 -2.8198 1.0860
29 C 2.6446 -2.2474 0.3194
30 C 2.5964 -1.8784 -1.0256
31 C 3.7577 -1.5010 -1.6826
32 C 4.9631 -1.4626 -0.9951
33 C 5.0112 -1.8125 0.3470
34 C 3.8561 -2.2118 1.0042
35 C 0.9216 -4.5647 0.6761
36 C 2.0171 -5.3455 0.3091
37 C 1.8361 -6.6893 0.0244
38 C 0.5701 -7.2560 0.1050
39 C -0.5217 -6.4791 0.4666
40 C -0.3495 -5.1322 0.7478
41 H 3.5632 -0.1719 3.5051
42 H 4.7343 1.9393 4.0261
43 H 3.6006 4.1131 3.6715
44 H 1.3361 4.1684 2.6964
45 H -0.5283 3.3106 4.4428
46 H -2.4296 3.8089 5.9280
47 H -4.7360 3.3023 5.2137
48 H -5.1562 2.3019 2.9897
49 H -3.2709 1.7927 1.4948
50 H 1.7014 2.7778 -0.0601
51 H 1.9282 4.4806 -1.8119
52 H 0.0892 6.0870 -2.2291
53 H -1.9782 5.9699 -0.8801
54 H -2.2187 4.2716 0.8812
55 H 1.2666 -0.2953 5.2497
56 H 1.5544 -2.2827 6.6996
57 H 1.7622 -4.5293 5.7056
58 H 1.6133 -4.8166 3.2511
59 H 1.6590 -1.9139 -1.5742
60 H 3.7177 -1.2525 -2.7337
61 H 5.8692 -1.1697 -1.5085
62 H 5.9534 -1.7927 0.8783
63 H 3.9048 -2.5105 2.0448
64 H 3.0049 -4.9081 0.2371
65 H 2.6848 -7.2947 -0.2636
66 H 0.4345 -8.3051 -0.1214
67 H -1.5083 -6.9191 0.5222
68 H -1.2052 -4.5221 1.0189
69 Se -6.1124 -1.3426 3.2295
70 Sb -3.9166 -1.8012 2.6041
71 Se -1.9537 -0.5318 3.6739
72 Se -2.1591 -2.9297 3.9974
73 Se -3.1038 -2.0615 0.3007
74 O -0.8039 0.0688 -1.0951
75 S -1.9013 0.6106 -2.0726
76 C -1.1414 2.0009 -2.9418
77 C 0.0452 1.7125 -3.8058
78 C 1.2813 1.3802 -3.2536
79 C 2.3815 1.1909 -4.0750
80 C 2.2566 1.3152 -5.4528
81 C 1.0282 1.6395 -6.0075
82 C -0.0716 1.8420 -5.1868
83 C -2.0015 -0.6618 -3.3356
84 C -3.0777 -0.3070 -4.3262
85 C -4.3904 -0.1129 -3.9023
86 C -5.3788 0.2050 -4.8211
87 C -5.0637 0.3216 -6.1675
88 C -3.7592 0.1166 -6.5954
89 C -2.7674 -0.1923 -5.6771
90 H -0.9169 2.6912 -2.1236
91 H -1.9688 2.4270 -3.5141
92 H 1.3842 1.2956 -2.1781
93 H 3.3475 0.9720 -3.6407
94 H 3.1189 1.1753 -6.0907
95 H 0.9293 1.7530 -7.0786
96 H -1.0258 2.1180 -5.6192
97 H -2.2375 -1.5659 -2.7684
98 H -1.0182 -0.7571 -3.7976
99 H -4.6480 -0.2261 -2.8546
100 H -6.3972 0.3502 -4.4875
101 H -5.8363 0.5624 -6.8848
102 H -3.5152 0.1907 -7.6465
103 H -1.7508 -0.3584 -6.0119

Force components x, y, z for each atom (eV/Å):
Y -0.3 0.1 0.3
O 0.2 0.4 0.0
C -0.1 0.1 0.0
C 0.0 0.0 0.0
C -0.1 0.0 0.0
C 0.0 0.0 0.0
C 0.0 -0.1 0.0
C 0.0 -0.2 -0.1
P 0.0 0.1 0.1
C 0.0 0.0 0.0
C 0.0 0.0 0.0
C 0.0 0.0 0.0
C 0.0 0.0 0.0
C 0.0 0.0 0.0
C -0.1 0.0 0.0
C 0.1 -0.1 0.0
C 0.0 0.0 0.0
C 0.0 0.0 0.0
C 0.0 0.0 0.0
C 0.0 0.0 0.0
C 0.0 0.0 0.0
C 0.0 -0.2 0.0
C 0.0 0.1 0.0
C 0.0 0.1 0.0
C 0.0 -0.1 0.0
C 0.0 0.0 0.0
C -0.1 0.1 0.1
P 0.4 -0.3 -0.3
C -0.1 0.0 0.0
C 0.0 0.0 0.0
C 0.0 0.0 0.0
C 0.0 0.0 0.0
C 0.0 0.0 0.0
C 0.1 0.0 0.0
C 0.0 0.0 0.0
C 0.0 0.0 0.0
C 0.0 0.0 0.0
C 0.0 0.0 0.0
C 0.0 0.0 0.0
C -0.1 0.0 0.0
H 0.0 0.0 0.0
H 0.0 0.0 0.0
H 0.0 0.0 0.0
H 0.0 0.0 0.0
H 0.0 0.0 0.0
H 0.0 0.0 0.0
H 0.0 0.0 0.0
H 0.0 0.0 0.0
H 0.0 0.0 0.0
H 0.0 0.0 0.0
H 0.0 0.0 0.0
H 0.0 0.0 0.0
H 0.0 0.0 0.0
H 0.0 0.0 0.0
H 0.0 0.0 0.0
H 0.0 0.0 0.0
H 0.0 0.0 0.0
H 0.0 0.0 0.0
H 0.0 0.0 0.0
H 0.0 0.0 0.0
H 0.0 0.0 0.0
H 0.0 0.0 0.0
H 0.0 0.0 0.0
H 0.0 0.0 0.0
H 0.0 0.0 0.0
H 0.0 0.0 0.0
H 0.0 0.0 0.0
H 0.0 0.0 0.0
Se 0.0 0.0 0.0
Sb -0.2 -0.1 -0.1
Se 0.0 0.0 0.1
Se 0.1 0.0 0.0
Se -0.1 0.1 -0.1
O -0.1 0.1 -0.3
S 0.1 -0.1 0.3
C 0.0 0.0 0.1
C 0.1 0.0 0.0
C 0.0 0.0 0.1
C 0.0 0.0 0.0
C 0.0 0.0 0.0
C 0.0 0.0 0.0
C 0.0 0.0 0.0
C 0.0 0.0 0.0
C 0.0 0.0 0.0
C 0.0 0.0 0.0
C 0.0 0.0 0.0
C 0.0 0.0 0.0
C 0.0 0.0 0.0
C 0.0 0.0 0.0
H 0.0 0.0 0.0
H 0.0 0.0 0.0
H 0.0 0.0 0.0
H 0.0 0.0 0.0
H 0.0 0.0 0.0
H 0.0 0.0 0.0
H 0.0 0.0 0.0
H 0.0 0.0 0.0
H 0.0 0.0 0.0
H 0.0 0.0 0.0
H 0.0 0.0 0.0
H 0.0 0.0 0.0
H 0.0 0.0 0.0
H 0.0 0.0 0.0

Values from the calculation:
* orbital gap: 7.13 eV
* LUMO level: -0.2126 Ha
* charge: +2
* largest force on an atom: 0.5 eV/Å
* energy above the lowest of the compared OMol25 structures with the same formula, charge and spin: 0.000 eV